Below is a structure of composition C22H22N3O3PPd at a distorted geometry, with properties calculated with ωB97M-V/def2-TZVPD.

As for the multiplicity: 1. Its molar mass is 513.8 g mol⁻¹. For the HOMO energy, the calculation gives -0.545 Eh. Its total charge is +2. The calculation puts the largest force on an atom at 0.0209 hartree/bohr. Its energy above the lowest of the compared OMol25 structures with the same formula, charge and spin is 0.0 kcal per mole.

Each line ends with the Löwdin charge.
CARTESIAN COORDINATES (ANGSTROEM)
Pd1 0.721 0.803 1.089  0.779
P1 0.129 -0.794 -0.409  1.035
O1 -0.761 3.699 3.662  0.183
O2 3.408 0.902 2.487  0.126
O3 4.748 2.376 3.673  0.264
N1 2.045 1.311 -0.425  -0.005
N2 -0.330 0.257 2.785  -0.047
N3 0.594 2.710 2.026  -0.031
C1 -1.195 1.387 3.193  -0.105
C2 2.149 0.866 -4.127  -0.023
C3 0.837 -0.897 -3.144  -0.031
C4 2.347 1.452 -2.885  -0.001
C5 0.926 -3.364 0.031  -0.086
C6 -1.504 0.038 -0.432  -0.370
C7 0.809 -4.743 -0.017  -0.048
C8 0.994 -0.293 -1.898  -0.308
C9 -2.975 1.814 -1.140  -0.045
C10 -0.143 -2.557 -0.372  -0.371
C11 -1.431 -4.517 -0.883  -0.042
C12 -3.719 0.235 0.513  -0.061
C13 -1.325 -3.137 -0.837  -0.079
C14 1.367 3.716 2.100  0.088
C15 4.098 1.628 3.091  -0.400
C16 -3.956 1.360 -0.271  -0.043
C17 1.417 -0.309 -4.255  -0.030
C18 -2.500 -0.418 0.439  -0.142
C19 -0.487 2.716 3.062  -0.395
C20 1.782 0.842 -1.780  -0.305
C21 -0.372 -5.317 -0.471  -0.033
C22 -1.757 1.152 -1.229  -0.074
H1 -0.468 -6.394 -0.506  0.123
H2 -2.346 -1.317 1.030  0.108
H3 1.633 -5.367 0.298  0.120
H4 2.301 2.295 -0.432  0.107
H5 2.593 1.319 -5.004  0.127
H6 2.869 0.810 -0.082  0.113
H7 -1.568 1.287 4.212  0.149
H8 2.211 3.817 1.424  0.097
H9 1.289 -0.758 -5.231  0.125
H10 -3.161 2.675 -1.769  0.120
H11 -0.897 -0.576 2.659  0.096
H12 0.243 -1.797 -3.240  0.124
H13 -1.015 1.495 -1.941  0.109
H14 -2.054 1.416 2.516  0.127
H15 -2.152 -2.527 -1.176  0.112
H16 1.848 -2.919 0.387  0.108
H17 -4.911 1.865 -0.220  0.122
H18 -4.494 -0.142 1.169  0.122
H19 2.954 2.344 -2.788  0.128
H20 -2.343 -4.971 -1.247  0.122
H21 1.206 4.489 2.850  0.121
H22 0.345 0.036 3.514  0.121

Atoms 1-3, force components in eV/Å:
0.5 0.3 -0.6
-1.0 0.4 0.1
-0.1 0.0 0.1